Molecular formula: C37H51AlB2BeBr5F3LiN4O11
Method: DFT, ωB97M-V with the def2-TZVPD basis set

XYZ file:
```
116
Properties=species:S:1:pos:R:3:forces:R:3
C 2.877 0.722 3.052 0.46 -0.22 -0.21
B 3.818 1.593 2.120 -0.47 -0.33 1.29
O 4.584 2.544 2.705 0.16 -0.82 -1.13
C 3.940 1.506 0.498 0.72 -0.16 1.20
O 5.232 2.127 0.224 0.08 -0.23 -1.28
C 2.779 2.390 -0.122 3.01 1.24 -0.39
C 3.448 3.400 -1.131 -1.89 0.16 -0.39
C 3.941 4.705 -0.485 -0.26 -0.29 0.16
F 5.224 4.980 -0.908 -0.09 0.09 2.02
O 1.859 1.682 -0.896 -0.15 -0.41 0.70
C 0.679 1.106 -0.442 -1.14 -0.36 -0.67
Br 0.904 -0.881 -0.120 0.12 0.12 0.05
C -0.112 1.747 0.724 0.41 0.51 0.70
C -1.410 1.055 1.117 -0.60 0.47 -0.67
C -2.624 1.557 0.640 -0.20 0.29 -0.34
C -3.829 0.945 0.948 -0.78 -0.04 -0.16
C -3.902 -0.195 1.747 -0.17 -0.13 0.39
C -5.202 -0.913 2.064 0.00 -0.25 -0.46
C -2.696 -0.665 2.257 -0.25 -0.30 0.19
C -1.502 -0.049 1.944 1.29 -0.44 0.43
B -0.235 1.143 -1.769 -0.20 0.31 0.34
O -1.322 0.393 -2.024 0.25 0.04 0.25
N 0.187 2.145 -2.793 -0.81 -0.66 -0.05
C 0.978 1.430 -3.745 0.01 -0.58 0.33
C -0.982 2.821 -3.400 0.68 0.46 -0.95
N 3.953 0.154 -0.035 -1.61 1.86 -0.26
C 4.275 0.014 -1.415 0.20 -3.66 -0.26
C 3.830 -1.473 -1.862 3.28 -0.20 -1.74
C 4.972 -2.267 -2.678 -4.72 1.11 -1.32
O 3.636 -1.647 -3.297 -1.04 2.30 1.82
N 4.460 -0.853 0.826 -1.25 0.01 0.05
C 5.659 -1.039 0.758 -4.54 1.15 0.04
O 6.739 -1.224 0.609 6.50 -1.36 -0.38
H 3.538 0.259 3.820 -0.33 0.34 -0.26
H 2.328 -0.093 2.555 -0.08 0.38 0.20
H 2.230 1.420 3.618 0.08 -0.47 -0.23
H 4.826 2.271 3.625 -0.12 0.31 1.67
H 5.891 1.792 0.849 -0.68 0.43 0.64
H 2.419 3.037 0.695 -0.80 -0.64 -0.31
H 2.605 3.688 -1.797 0.41 -0.20 0.21
H 4.188 2.916 -1.782 0.21 0.38 0.36
H 3.276 5.545 -0.748 0.48 -0.24 -0.20
H 3.886 4.625 0.622 0.56 -0.05 -0.47
H 0.500 1.869 1.637 0.06 -0.20 -0.46
H -0.383 2.780 0.409 0.29 -0.48 0.01
H -2.678 2.448 0.002 0.26 -0.28 0.24
H -4.766 1.354 0.551 0.41 -0.05 0.11
H -5.422 -1.639 1.255 0.08 0.44 0.47
H -6.071 -0.237 2.109 0.43 -0.15 0.11
H -5.126 -1.509 2.989 -0.02 0.45 -0.28
H -2.680 -1.551 2.898 -0.06 0.39 -0.16
H -0.576 -0.470 2.352 -0.34 0.14 -0.04
H -1.536 -0.246 -1.321 -0.03 0.17 -0.11
H 0.394 1.126 -4.637 0.61 0.05 0.13
H 1.890 2.028 -4.107 0.09 0.02 -0.13
H 1.319 0.472 -3.250 0.09 0.09 -0.44
H -1.577 2.130 -4.026 -0.04 0.23 0.51
H -0.608 3.610 -4.084 -0.26 -0.22 0.46
H -1.571 3.296 -2.604 0.08 -0.27 -0.37
H 5.337 0.134 -1.712 -0.31 0.30 0.09
H 3.686 0.705 -2.068 -0.42 0.65 0.61
H 3.207 -2.065 -1.163 0.35 0.57 -0.74
H 5.560 -1.744 -3.441 1.29 -0.51 1.33
H 4.586 -3.272 -2.901 1.65 -0.18 0.66
F 5.240 5.064 -2.940 -0.22 -0.57 -1.54
Be 3.353 0.775 -3.692 -0.71 -0.48 0.46
C -3.216 -4.397 0.909 -0.06 -0.08 -0.12
Br -4.142 -3.388 -0.451 0.31 -0.22 0.19
Br -1.458 -3.678 1.259 0.03 -0.19 -0.08
Br -4.259 -4.545 2.523 0.11 0.03 -0.14
H -3.080 -5.399 0.525 0.02 0.07 0.05
C 8.600 2.575 3.936 0.11 -0.26 -0.07
C 8.669 3.430 2.675 -0.27 0.23 0.84
C 9.281 4.822 2.903 0.15 0.31 -0.36
O 8.404 5.731 3.520 0.16 -0.29 -0.05
C 8.325 5.620 4.941 -0.34 0.13 0.15
N 7.323 3.519 2.082 0.93 -0.53 -0.98
H 7.793 2.881 4.603 -0.12 -0.06 -0.10
H 8.414 1.531 3.678 -0.10 0.05 0.06
H 9.540 2.619 4.488 0.00 0.04 -0.05
H 9.323 2.896 1.961 0.45 -0.04 -0.11
H 9.511 5.258 1.923 -0.04 0.06 0.01
H 10.231 4.760 3.446 -0.05 -0.15 0.08
H 9.286 5.345 5.383 0.01 -0.07 -0.08
H 7.553 4.905 5.227 0.11 -0.07 0.12
H 8.033 6.594 5.333 0.04 0.02 -0.13
H 7.385 4.010 1.190 -0.37 0.93 0.16
H 6.782 4.158 2.663 -0.43 -0.38 -0.05
C -7.748 -0.957 -2.425 0.59 0.26 -0.80
C -8.849 -0.652 -3.170 0.14 -1.09 2.20
C -10.154 -1.286 -2.665 0.42 -1.05 3.33
O -11.260 -1.061 -3.211 0.62 -0.02 -2.85
C -10.097 -2.180 -1.570 -1.27 0.50 -1.08
C -8.963 -2.518 -0.790 0.93 0.21 0.33
C -7.682 -1.807 -1.225 0.21 0.40 -0.55
O -6.629 -1.911 -0.640 -0.36 -0.10 0.07
O -8.921 -3.286 0.147 -0.27 -0.19 0.00
O -8.921 0.085 -4.238 -0.66 -1.82 -2.40
H -6.789 -0.539 -2.710 -0.05 0.17 0.02
H -11.051 -2.634 -1.333 0.07 -0.05 0.13
Al -9.634 -1.869 -4.826 -1.66 0.75 2.28
Br -10.432 -4.379 -4.192 1.01 2.22 -0.91
F 5.227 1.894 5.447 -0.01 0.22 -1.48
C -8.939 -9.511 -1.766 0.00 -0.01 0.01
C -8.982 -8.506 -2.723 -0.02 0.01 -0.03
C -8.863 -7.176 -2.339 0.03 -0.05 0.05
C -8.692 -6.851 -0.999 0.01 0.08 -0.03
C -8.645 -7.857 -0.043 0.01 -0.02 0.02
C -8.773 -9.186 -0.426 0.01 0.01 -0.02
H -9.035 -10.547 -2.064 0.00 0.03 0.01
H -9.109 -8.759 -3.768 -0.01 0.00 0.03
H -8.903 -6.390 -3.084 0.07 -0.08 0.04
H -8.595 -5.814 -0.700 -0.03 -0.03 0.03
H -8.510 -7.605 1.001 -0.02 0.01 -0.03
H -8.742 -9.970 0.321 0.00 0.02 -0.02
Li 8.359 2.644 0.305 -0.45 0.05 0.48
```
Positions in Å, forces in eV/Å.

Computed properties:
total charge	+1
E	-15970.40206	Ha

Atomic partial charges in e from the Löwdin method, atoms 1 to 99: 0.002 -0.494 0.131 -0.284 -0.032 -0.204 -0.097 -0.174 -0.082 -0.137 -0.565 0.879 -0.095 -0.262 -0.049 -0.032 -0.255 -0.060 -0.078 -0.096 -0.654 0.196 -0.090 -0.110 -0.033 -0.115 -0.134 -0.224 0.102 -0.192 0.186 -0.303 0.280 0.087 0.029 0.088 0.064 0.061 0.163 0.126 0.090 0.133 0.131 0.128 0.146 0.119 0.122 0.010 0.089 0.067 0.090 0.098 0.109 0.134 0.081 0.089 0.099 0.105 0.102 0.137 0.037 0.104 0.118 0.122 -0.382 0.903 -1.576 0.673 0.591 0.620 -0.031 -0.037 -0.447 -0.210 -0.171 -0.071 0.028 0.074 0.084 0.091 0.095 0.124 0.130 0.096 0.087 0.094 0.056 0.110 0.083 -0.483 -0.539 0.039 0.040 -0.341 -0.287 0.007 0.128 -0.039 0.133